No. 1
ORCA calculation (ωB97M-V with the def2-TZVPD basis set) on a structure of composition C37H28IrN9O3S at a distorted geometry.

Atoms and positions in Å:
N: -0.334 -0.049 -1.307
H: 2.524 2.636 -1.340
C: 6.218 2.504 5.181
H: -4.898 2.658 1.520
H: -5.508 -0.507 -8.078
N: -2.786 -3.284 -3.409
H: 5.127 3.783 1.709
H: 7.940 6.107 4.647
H: -2.257 0.012 -5.364
C: 0.965 1.640 -2.408
N: -2.251 -3.265 0.228
C: -5.372 -1.941 -6.510
O: 7.852 4.139 5.331
N: -2.532 2.372 -0.879
H: 1.637 -1.577 3.799
H: -1.664 -1.107 2.768
H: -2.427 2.927 1.073
N: -2.269 -3.431 -2.183
C: -3.094 2.591 0.284
C: 5.440 3.435 2.684
N: -4.642 1.664 -1.640
C: -1.035 -5.322 0.437
C: -3.549 -1.648 -4.953
H: 4.726 1.026 4.978
C: 8.587 5.240 4.790
N: 3.287 2.051 1.316
C: -2.139 -4.575 -1.650
C: -4.954 -0.827 -7.205
C: 0.120 -2.959 3.229
C: 0.949 -0.645 2.095
H: -6.245 -2.504 -6.812
H: 0.546 -5.324 1.949
H: -3.465 0.720 -7.385
C: 1.999 0.352 2.115
H: -2.331 -5.496 -2.184
H: -0.795 -6.292 0.027
C: -0.338 -4.803 1.597
C: -1.708 -1.637 1.822
H: 1.120 2.180 -3.332
C: 2.242 1.225 1.047
H: 6.954 4.919 2.897
C: -0.701 -3.651 2.161
C: -3.138 -0.526 -5.684
C: 1.497 1.142 -0.149
C: 0.107 -0.521 0.927
C: 4.786 2.339 3.248
H: -5.183 1.284 -2.406
H: -6.269 1.675 -0.355
H: -0.502 -2.748 4.115
O: -5.103 -3.518 -4.812
C: -3.325 1.972 -1.930
N: 2.943 0.671 3.031
H: -0.656 0.451 -3.258
C: -0.065 0.647 -2.378
H: 3.068 0.263 3.942
H: 9.351 5.474 5.523
C: 6.470 4.067 3.349
H: -2.889 -3.401 2.236
H: 6.543 2.165 6.155
H: 0.859 -3.676 3.597
C: -2.030 -3.044 1.657
H: -4.430 -3.837 -4.188
C: 0.440 0.206 -0.181
C: -4.656 -2.393 -5.406
C: 3.704 1.719 2.518
C: -2.890 -2.020 -3.697
N: -1.035 -1.259 0.789
C: 5.196 1.884 4.510
C: -5.217 1.908 -0.448
C: 0.897 -1.672 3.006
S: -2.789 1.870 -3.489
C: 1.739 1.892 -1.326
C: -3.813 -0.129 -6.812
C: -1.807 -4.467 -0.255
C: 6.869 3.604 4.607
O: -2.493 -1.120 -2.844
C: -4.468 2.419 0.560
H: 9.058 4.967 3.845
Ir: -1.708 -1.626 -1.040

- Total charge: +2
- Orbital gap (alpha / beta): 3.72 / 3.68 eV
- HOMO energy (alpha / beta): -0.4489 / -0.4489 Eh

=====

No. 2
ORCA calculation (ωB97M-V with the def2-TZVPD basis set) on a structure of composition C37H29BrClN8NiO3.

Atoms and positions in Å:
C: 3.704 2.375 5.446
H: -4.083 2.988 0.546
N: -0.167 -2.152 0.072
N: -1.467 -0.102 -1.555
H: -5.401 -3.086 3.400
H: -3.658 -0.106 4.659
C: -3.988 2.265 -0.254
H: 0.999 4.222 1.976
N: 0.980 2.207 1.348
C: -1.259 -0.822 -2.634
C: -4.950 2.153 -1.226
H: 3.646 2.018 6.474
C: -1.170 -0.831 2.448
N: -6.479 -0.118 -3.343
C: -5.478 -3.672 -3.100
H: -5.512 -1.702 4.490
C: -5.238 -2.009 3.480
C: 0.849 3.536 1.161
O: 1.660 -0.691 -1.381
C: -3.400 -0.318 -3.539
N: -6.065 1.009 -2.956
C: -3.811 -1.643 3.171
N: 0.058 -0.395 2.006
H: 0.300 4.681 -0.632
H: 3.545 3.455 5.455
C: 0.500 3.741 -0.149
Cl: 2.436 -2.543 -3.850
C: -1.874 -0.229 3.503
H: -5.961 -0.651 -0.741
C: -4.904 1.164 -2.212
O: 1.396 0.738 -3.112
C: -2.841 1.409 -0.217
C: -5.519 -2.736 -0.879
C: -2.657 0.539 -1.411
C: -2.192 -0.942 -3.669
H: -2.027 -4.573 1.084
C: 0.873 0.310 2.867
H: -1.939 -1.509 -4.555
H: 3.871 -1.176 -2.588
H: -5.335 -4.521 -3.754
H: -4.130 -0.366 -4.335
C: 1.251 -0.208 4.114
O: -2.032 1.402 0.720
C: -3.685 0.426 -2.376
N: 0.722 1.549 0.203
H: -5.960 -2.302 -4.683
C: -1.826 -1.900 1.816
C: -3.120 -2.269 2.148
C: 1.409 1.556 2.528
Ni: 0.281 -0.301 0.112
C: 0.298 -3.129 -0.692
C: -5.977 -1.326 -2.785
C: 3.048 -0.954 -3.260
C: -5.817 -2.430 -3.617
H: -5.421 -2.862 0.190
H: 2.386 0.024 5.906
H: 3.376 -0.400 -4.132
Br: -4.884 -5.512 -1.003
H: -5.833 2.782 -1.202
H: -0.268 -5.274 -0.886
C: 2.122 0.464 4.950
C: -3.148 -0.627 3.855
H: -5.930 -1.520 2.789
H: 0.836 -1.164 4.409
C: 2.325 2.204 3.347
C: -0.403 -4.311 -0.427
H: -1.413 0.604 4.016
H: 4.722 2.197 5.092
C: -1.306 -3.978 0.554
C: 1.919 -0.207 -2.528
H: -3.599 -3.064 1.586
N: -1.143 -2.667 0.832
H: 0.197 2.138 -1.709
H: 2.755 3.142 3.013
C: -5.833 -1.497 -1.404
H: -0.300 -1.319 -2.711
C: 0.424 2.460 -0.709
H: 1.097 -2.919 -1.382
C: -5.330 -3.812 -1.732
C: 2.692 1.678 4.576

- Total charge: -1
- Orbital gap: 6.17 eV
- HOMO energy: -0.1407 Eh

=====

No. 3
ORCA calculation (ωB97M-V with the def2-TZVPD basis set) on a cluster of 2 separate species, C37H30Br2N4O4 in total at a distorted geometry.

Atoms and positions in Å:
H: -3.705 -6.749 -3.168
H: 8.873 0.286 -1.422
H: -5.336 8.217 -0.622
H: -4.234 -1.821 -0.004
H: -4.382 -6.139 1.047
C: 6.250 1.022 -0.735
H: 8.890 1.658 -2.579
O: -0.913 4.209 0.809
C: -4.072 -0.684 -1.852
Br: 2.278 -3.543 6.320
H: 2.870 0.851 -0.226
C: -3.728 -1.868 -0.979
Br: 6.741 -4.769 2.968
C: -1.576 1.717 -0.442
C: -3.057 -4.724 0.084
C: -1.581 -0.740 -0.523
H: 7.752 0.443 0.734
H: -2.077 -4.851 -3.174
C: -2.637 6.190 -1.153
C: 4.353 -0.022 1.103
H: 2.354 -0.527 1.772
H: -1.785 6.059 -1.819
C: -2.240 0.499 -0.741
C: 3.803 -1.741 2.823
C: -3.900 -5.839 0.114
N: -2.276 -1.942 -0.776
C: -4.151 -6.559 -1.060
H: -3.391 7.950 -2.153
C: -0.236 1.622 -0.019
C: 4.854 1.174 -0.959
H: 4.569 1.637 -1.900
C: 3.308 -3.130 4.801
H: 5.618 -2.381 1.757
C: 4.950 -2.587 2.590
H: -3.830 3.823 -1.688
H: -4.848 -7.402 -1.051
C: 3.037 -2.049 4.008
H: -2.889 -4.137 0.986
C: -3.967 1.719 -1.940
H: -4.056 4.730 1.579
H: -3.718 -0.875 -2.883
N: 0.405 0.443 0.140
C: 8.513 1.308 -1.614
C: -2.614 -5.123 -2.266
C: -4.804 6.505 0.589
O: 4.563 -5.156 5.102
H: 0.265 -1.641 0.181
C: 6.689 0.497 0.500
C: -1.594 -3.099 -1.195
C: -3.912 5.445 0.769
H: 2.224 -1.387 4.305
H: -5.647 6.628 1.271
H: -5.160 -0.559 -1.912
C: 3.416 -0.730 1.907
N: -2.274 2.943 -0.603
C: 5.260 -3.674 3.359
H: -5.057 1.652 -2.044
C: 3.937 0.705 -0.053
C: -2.839 5.282 -0.110
H: -4.332 2.967 -0.224
C: -3.506 -6.198 -2.247
C: -3.648 2.923 -1.088
H: 6.112 -0.408 2.331
H: -3.557 1.851 -2.958
C: -0.258 -0.711 -0.048
C: 4.398 -4.100 4.485
H: -4.065 -2.771 -1.491
H: 0.310 2.530 0.220
C: -4.625 7.400 -0.470
O: -0.443 -3.102 -1.604
N: -3.493 0.518 -1.312
O: 7.074 1.345 -1.762
H: 8.848 1.986 -0.814
C: -2.428 -4.357 -1.112
C: 5.757 -0.001 1.386
C: -3.536 7.246 -1.332
C: -1.894 4.115 0.088

- SMILES: O=C(c1ccccc1)N1CCN2CCN(C(=O)c3ccccc3)c3cncc1c32.COc1ccc(C=C2C=C(Br)C(=O)C(Br)=C2)cc1
- Total charge: 0
- Orbital gap: 6.23 eV
- HOMO energy: -0.2702 Eh

=====

> What is the formula in the second record?

C37H29BrClN8NiO3

=====

> total charge of number 2 (C37H29BrClN8NiO3)?

-1